15
Properties=species:S:1:pos:R:3:forces:R:3:lowdin_charge:R:1 method="wB97M-V/def2-TZVPD" smiles="C[C@@H](O)N(N)C=O" homo_ev=-8.786 de_lowest_kcal_mol=84.4 charge=0 orbital_gap_ev=9.48 total_energy_ha=-379.00657
C 0.367 -0.464 -1.779 2.13 1.46 -3.10 -0.453
C -1.186 0.284 1.208 0.57 0.43 1.50 -0.061
C -0.026 -0.597 0.848 0.92 0.40 -2.20 -0.261
N 1.427 1.303 -0.645 -0.01 -0.77 0.68 0.033
N 0.672 0.090 -0.668 -0.43 0.43 5.63 -0.100
O -0.263 -1.472 -1.928 -1.62 -1.61 -0.61 0.006
O -0.221 -1.981 0.750 0.73 2.30 0.47 0.011
H 0.903 0.168 -2.608 -0.96 -1.19 0.40 0.154
H -2.103 0.374 0.685 -0.41 -0.34 -1.63 0.062
H -1.597 -0.142 2.174 1.02 1.08 -0.36 0.110
H -0.678 1.294 1.208 -1.12 -0.78 0.79 0.092
H 0.773 -0.285 1.551 -0.18 -1.01 -0.44 0.133
H 0.912 2.069 -1.105 0.32 -0.33 1.24 0.091
H 1.814 1.427 0.326 -0.80 0.34 -1.77 0.104
H -0.794 -2.067 -0.018 -0.13 -0.41 -0.61 0.080